(1)
{
  "formula": "C39H40BMnN7",
  "method": "the ωB97M-V functional and the def2-TZVPD basis",
  "symbols": ["Mn", "C", "C", "C", "C", "N", "N", "B", "N", "N", "C", "C", "C", "C", "C", "C", "C", "C", "C", "C", "N", "N", "C", "C", "C", "C", "C", "C", "C", "C", "C", "C", "C", "C", "C", "C", "C", "C", "H", "H", "H", "H", "H", "H", "H", "H", "H", "H", "H", "H", "H", "H", "H", "H", "H", "H", "H", "H", "H", "H", "H", "H", "H", "H", "H", "H", "C", "N", "C", "C", "C", "C", "C", "C", "C", "C", "H", "H", "H", "H", "H", "H", "H", "H", "H", "H", "H", "H"],
  "coordinates": [[0.103, -0.081, 0.261], [-3.627, 1.797, -3.409], [-3.032, 1.707, -2.051], [-3.390, 2.472, -0.964], [-2.571, 2.043, 0.090], [-1.768, 1.062, -0.353], [-2.055, 0.862, -1.655], [-1.384, -0.213, -2.539], [-1.563, -1.621, -1.922], [-1.100, -2.056, -0.728], [-1.487, -3.341, -0.599], [-2.211, -3.713, -1.745], [-2.239, -2.605, -2.556], [-2.898, -2.524, -3.890], [-1.246, -4.275, 0.502], [-0.537, -3.934, 1.647], [-0.325, -4.838, 2.675], [-0.823, -6.126, 2.580], [-1.531, -6.487, 1.446], [-1.740, -5.581, 0.427], [0.113, 0.098, -2.769], [1.053, 0.064, -1.803], [2.233, 0.344, -2.380], [2.030, 0.558, -3.750], [0.679, 0.398, -3.957], [-0.019, 0.526, -5.264], [3.503, 0.460, -1.680], [3.599, 0.227, -0.310], [4.786, 0.452, 0.360], [5.908, 0.880, -0.331], [5.841, 1.057, -1.703], [4.650, 0.853, -2.372], [-2.549, 2.602, 1.433], [-3.354, 3.698, 1.749], [-3.276, 4.295, 2.990], [-2.387, 3.815, 3.940], [-1.611, 2.704, 3.650], [-1.703, 2.093, 2.416], [-4.388, 2.574, -3.400], [-2.881, 2.051, -4.159], [-4.096, 0.858, -3.696], [-4.148, 3.227, -0.958], [-1.920, -0.204, -3.590], [-2.664, -4.652, -1.979], [-3.354, -3.487, -4.113], [-3.679, -1.766, -3.903], [-2.181, -2.296, -4.676], [-0.156, -2.932, 1.707], [0.230, -4.538, 3.555], [-0.663, -6.839, 3.377], [-1.928, -7.489, 1.352], [-2.296, -5.900, -0.437], [2.751, 0.791, -4.505], [0.719, 0.775, -6.023], [-0.502, -0.408, -5.545], [-0.773, 1.309, -5.243], [2.704, -0.105, 0.217], [4.838, 0.307, 1.431], [6.829, 1.083, 0.196], [6.718, 1.365, -2.254], [4.614, 1.013, -3.437], [-4.040, 4.095, 1.018], [-3.903, 5.145, 3.216], [-2.297, 4.310, 4.895], [-0.922, 2.324, 4.393], [-1.098, 1.219, 2.169], [2.007, -1.813, 2.354], [1.075, -0.694, 2.571], [-0.058, -1.090, 3.423], [1.797, 0.434, 3.202], [1.804, 1.687, 2.355], [2.461, 2.799, 2.871], [2.507, 3.979, 2.154], [1.888, 4.042, 0.918], [1.238, 2.926, 0.412], [1.170, 1.715, 1.106], [2.141, -2.406, 3.270], [2.974, -1.422, 2.051], [1.677, -2.476, 1.554], [0.267, -1.748, 4.242], [-0.841, -1.595, 2.857], [-0.513, -0.201, 3.850], [2.832, 0.146, 3.409], [1.348, 0.671, 4.171], [2.940, 2.733, 3.842], [3.019, 4.844, 2.557], [1.917, 4.961, 0.347], [0.764, 3.007, -0.561]],
  "forces_ev_per_angstrom": [[0.4, 1.0, 0.1], [0.1, -0.2, -0.1], [-0.1, 0.2, 0.3], [0.3, -0.3, 0.0], [0.0, -0.3, -0.8], [0.3, -0.1, 0.5], [-0.5, 0.2, -0.5], [0.4, 0.1, 0.7], [-0.4, -0.2, -0.6], [0.4, 0.1, 0.8], [-0.4, 0.3, -0.9], [0.1, 0.4, 0.0], [0.0, -0.3, 0.3], [0.1, 0.2, 0.0], [0.3, -0.2, 0.6], [-0.1, 0.1, -0.3], [0.0, 0.0, 0.1], [0.0, 0.0, 0.0], [0.0, -0.1, 0.1], [0.0, 0.2, -0.1], [-0.1, 0.0, -0.7], [0.2, -0.1, 0.6], [-0.7, 0.0, -0.4], [-0.2, -0.1, 0.2], [0.4, 0.0, 0.1], [-0.2, -0.1, 0.1], [0.4, 0.0, 0.5], [-0.3, -0.2, -0.1], [0.0, -0.1, 0.1], [0.0, 0.0, 0.0], [0.1, 0.0, 0.0], [-0.2, 0.0, 0.1], [0.2, 0.0, 0.6], [0.1, -0.2, -0.1], [0.0, 0.1, 0.2], [0.0, 0.0, 0.0], [0.1, 0.0, 0.2], [-0.1, -0.3, -0.3], [0.0, 0.0, 0.0], [0.0, 0.0, -0.1], [0.0, -0.1, -0.1], [-0.1, 0.2, 0.0], [-0.1, 0.0, -0.2], [-0.1, -0.2, 0.0], [0.0, 0.0, 0.0], [0.0, 0.1, -0.1], [0.0, 0.1, -0.1], [0.0, 0.0, 0.0], [0.0, 0.0, 0.0], [0.0, 0.0, 0.0], [0.0, -0.1, 0.0], [-0.1, 0.0, -0.1], [0.2, 0.1, -0.1], [0.0, 0.0, 0.0], [-0.1, 0.0, -0.1], [-0.1, 0.0, 0.0], [0.4, 0.2, -0.1], [0.0, 0.0, 0.1], [0.1, 0.0, 0.1], [0.1, 0.0, 0.0], [0.0, 0.0, -0.1], [0.0, 0.1, -0.1], [0.0, 0.1, 0.0], [0.0, 0.0, 0.1], [0.1, 0.0, 0.0], [-0.1, 0.4, 0.2], [0.0, -0.1, -0.1], [0.0, -0.3, 0.2], [-0.1, 0.0, -0.1], [0.0, 0.2, -0.2], [-0.2, 0.1, -0.5], [0.0, -0.1, 0.1], [0.1, 0.1, 0.1], [-0.1, 0.1, -0.2], [0.0, 0.0, 0.0], [-0.3, -0.7, -0.1], [0.0, 0.0, 0.0], [0.0, 0.0, 0.0], [0.0, 0.0, 0.1], [0.0, 0.1, 0.0], [0.1, 0.0, 0.1], [0.0, 0.0, 0.0], [0.0, -0.1, 0.0], [0.0, -0.1, 0.0], [0.1, 0.0, 0.1], [0.0, 0.0, 0.0], [0.0, 0.1, 0.0], [0.0, 0.0, -0.1]],
  "s_squared": 8.76,
  "multiplicity": 6,
  "fmax_ha_per_bohr": 0.020,
  "energy_ev": -83522.6355,
  "gap_ha": [0.282, 0.312],
  "relative_energy_ev": 0.2956,
  "e_homo_ev": [-7.1, -7.9]
}

(2)
{
  "formula": "C39H40CeN5O3S3",
  "method": "the ωB97M-V functional and the def2-TZVPD basis",
  "symbols": ["Ce", "C", "N", "C", "C", "N", "C", "C", "C", "C", "C", "C", "C", "S", "C", "C", "C", "C", "C", "C", "S", "H", "H", "H", "H", "H", "H", "H", "H", "H", "H", "H", "H", "H", "H", "H", "H", "H", "H", "O", "C", "C", "C", "C", "C", "C", "C", "N", "C", "C", "N", "H", "H", "H", "H", "H", "H", "H", "O", "S", "C", "C", "C", "C", "C", "C", "C", "C", "C", "C", "C", "C", "H", "H", "H", "H", "H", "H", "H", "H", "H", "H", "C", "C", "N", "O", "H", "H", "H", "H", "H"],
  "coordinates": [[0.717, 0.486, 0.043], [-1.559, 0.564, 2.984], [-0.833, 1.512, 2.130], [-1.767, 2.492, 1.572], [-2.457, 1.936, 0.323], [-1.521, 1.917, -0.815], [-2.100, 1.136, -1.915], [-1.255, 3.285, -1.233], [-2.224, 3.994, -1.929], [-2.031, 5.301, -2.330], [-0.847, 5.939, -1.991], [0.120, 5.258, -1.289], [-0.043, 3.921, -0.907], [1.263, 3.178, -0.036], [0.239, 2.087, 2.918], [0.168, 3.352, 3.480], [1.195, 3.849, 4.262], [2.312, 3.072, 4.508], [2.399, 1.810, 3.963], [1.379, 1.293, 3.166], [1.515, -0.351, 2.571], [-1.958, 1.080, 3.866], [-0.871, -0.220, 3.303], [-2.379, 0.103, 2.437], [-1.211, 3.389, 1.279], [-2.534, 2.771, 2.312], [-3.338, 2.562, 0.094], [-2.797, 0.911, 0.507], [-3.122, 1.453, -2.164], [-2.132, 0.085, -1.622], [-1.472, 1.238, -2.801], [-3.168, 3.522, -2.164], [-2.806, 5.810, -2.884], [-0.682, 6.968, -2.269], [1.041, 5.746, -1.007], [-0.698, 3.974, 3.314], [1.104, 4.835, 4.689], [3.109, 3.452, 5.128], [3.253, 1.179, 4.150], [1.433, -1.901, -0.389], [2.428, -2.480, 0.234], [2.283, -3.804, 0.697], [3.280, -4.448, 1.391], [4.487, -3.806, 1.632], [4.693, -2.541, 1.129], [3.703, -1.859, 0.415], [3.996, -0.546, -0.134], [3.115, 0.348, -0.573], [3.832, 1.399, -1.071], [5.161, 1.153, -0.932], [5.258, -0.078, -0.345], [1.341, -4.298, 0.498], [3.128, -5.457, 1.751], [5.257, -4.295, 2.209], [5.640, -2.053, 1.311], [3.347, 2.265, -1.478], [6.012, 1.746, -1.190], [6.119, -0.543, -0.114], [-1.004, -0.865, 0.105], [-0.962, -2.293, 0.539], [-1.344, -3.198, -0.992], [-2.153, -4.324, -0.997], [-2.484, -4.919, -2.204], [-1.976, -4.418, -3.393], [-1.132, -3.320, -3.375], [-0.833, -2.698, -2.176], [-2.694, -2.383, 1.155], [-2.980, -2.741, 2.461], [-4.280, -2.638, 2.937], [-5.287, -2.156, 2.119], [-4.996, -1.780, 0.817], [-3.704, -1.892, 0.340], [-2.552, -4.720, -0.075], [-3.157, -5.765, -2.222], [-2.232, -4.887, -4.332], [-0.717, -2.929, -4.292], [-0.213, -1.816, -2.148], [-2.190, -3.088, 3.107], [-4.509, -2.929, 3.951], [-6.296, -2.065, 2.498], [-5.774, -1.398, 0.171], [-3.478, -1.592, -0.672], [2.106, 0.345, -4.660], [1.707, -0.172, -3.297], [2.230, -1.349, -2.949], [0.914, 0.425, -2.567], [3.101, -0.001, -4.926], [2.071, 1.430, -4.665], [1.402, -0.023, -5.405], [2.881, -1.831, -3.540], [2.013, -1.698, -1.999]],
  "forces_ev_per_angstrom": [[1.2, 1.4, 0.0], [-0.1, -0.2, 0.1], [0.1, 0.2, 0.2], [-0.2, 0.1, -0.3], [0.1, 0.1, 0.5], [-0.1, 0.1, -0.2], [-0.1, -0.1, -0.2], [0.5, 0.4, 0.0], [-0.2, 0.0, -0.1], [0.0, 0.1, 0.0], [-0.1, 0.1, -0.1], [0.0, 0.0, 0.0], [-0.3, -0.1, -0.1], [0.4, 0.5, 0.1], [0.4, -0.2, 0.2], [-0.2, 0.1, 0.0], [-0.1, 0.0, 0.0], [0.0, 0.2, 0.0], [-0.1, -0.1, -0.1], [-0.5, 0.1, 0.0], [0.3, -0.6, 0.1], [-0.1, 0.0, 0.0], [-0.1, 0.0, 0.0], [-0.1, 0.0, -0.1], [-0.1, -0.1, 0.2], [0.1, 0.1, -0.1], [0.1, -0.2, 0.0], [0.0, 0.1, -0.1], [0.1, 0.0, 0.0], [0.0, 0.1, -0.1], [0.0, 0.0, 0.1], [-0.1, -0.1, 0.0], [0.0, 0.1, 0.0], [0.0, 0.1, -0.1], [0.1, 0.0, 0.0], [-0.1, 0.0, 0.0], [0.0, 0.2, 0.0], [0.1, 0.0, 0.1], [0.1, -0.1, 0.0], [-0.1, 0.3, -0.1], [0.7, -0.3, 0.1], [-0.1, 0.2, -0.1], [0.1, 0.0, 0.1], [0.2, -0.1, 0.1], [-0.2, 0.1, -0.1], [-0.3, -0.5, 0.2], [-0.1, 0.2, -0.2], [0.9, -0.4, 0.2], [0.5, 0.2, -0.2], [-0.3, 0.3, -0.2], [-0.2, -0.3, 0.2], [-0.1, 0.0, 0.0], [0.0, 0.0, 0.0], [0.1, 0.0, 0.0], [0.1, 0.0, 0.1], [-0.1, 0.1, 0.0], [0.3, 0.1, 0.0], [-0.2, -0.1, 0.0], [-1.4, -0.2, -0.5], [-1.9, -1.9, 0.4], [0.2, 0.0, 0.0], [0.0, -0.1, 0.2], [0.0, 0.0, 0.0], [0.1, 0.0, 0.0], [-0.1, 0.0, 0.0], [0.1, 0.2, 0.2], [0.3, 0.1, 0.3], [0.3, -0.1, -0.1], [-0.1, 0.0, 0.0], [0.0, -0.1, 0.1], [0.1, 0.0, -0.1], [0.0, 0.1, -0.2], [-0.1, 0.0, 0.1], [0.0, -0.1, 0.1], [0.0, 0.0, -0.1], [0.0, 0.0, -0.1], [0.0, 0.0, -0.1], [0.1, -0.1, 0.1], [0.0, 0.0, 0.1], [0.0, 0.0, 0.0], [0.0, 0.0, 0.0], [0.0, 0.0, -0.1], [-0.1, 0.1, 0.2], [0.4, -0.5, -0.5], [-0.1, -0.1, 0.2], [-0.3, 0.2, 0.2], [0.1, 0.0, -0.1], [0.0, 0.1, 0.0], [-0.1, 0.0, 0.0], [0.0, 0.1, 0.0], [0.0, 0.0, -0.2]],
  "s_squared": 0.75,
  "multiplicity": 2,
  "fmax_ha_per_bohr": 0.053,
  "energy_ev": -100124.7956,
  "gap_ha": [0.250, 0.253],
  "e_homo_ev": [-6.5, -6.6]
}